Entry 1:
# C21H63N9O12

A 9-piece molecular cluster, C21H63N9O12 overall in a non-equilibrium geometry (ωB97M-V with the def2-TZVPD basis set, the OMol25 dataset).

Last column: Löwdin charge in e.
Element x y z (Å)
O: -8.25 4.89 -20.78  -0.02
O: -11.81 7.17 -17.93  -0.21
O: -13.24 9.48 -28.15  -0.16
O: -12.10 4.40 -22.00  -0.20
O: -8.76 7.23 -24.70  -0.20
O: -6.38 0.23 -19.64  -0.09
O: -7.73 7.03 -16.48  -0.20
O: -7.85 1.85 -17.53  0.02
O: -10.31 0.00 -20.40  -0.05
O: -4.07 1.67 -20.31  -0.04
O: -8.68 9.68 -20.46  -0.02
O: -5.25 5.28 -21.19  -0.23
N: -13.50 4.17 -19.20  -0.04
N: -8.88 1.34 -15.54  0.15
N: -9.39 2.89 -20.68  0.20
N: -10.83 7.88 -26.59  -0.07
N: -7.13 2.92 -20.87  0.19
N: -9.50 0.29 -17.48  0.16
N: -7.01 8.13 -20.16  0.18
N: -9.17 7.48 -20.41  0.17
N: -6.24 5.66 -18.57  -0.04
C: -13.19 3.15 -20.19  -0.22
C: -8.27 8.51 -20.43  -0.67
C: -10.12 8.84 -25.72  -0.19
C: -8.84 7.85 -16.23  -0.11
C: -11.82 9.53 -28.19  -0.20
C: -11.80 4.37 -23.36  -0.11
C: -9.82 8.17 -24.39  -0.19
C: -8.42 6.46 -23.54  -0.11
C: -12.41 5.10 -18.99  -0.21
C: -12.05 8.24 -18.81  -0.11
C: -8.27 3.65 -20.81  -0.61
C: -4.34 5.54 -20.18  -0.25
C: -10.95 8.27 -27.99  -0.23
C: -13.78 8.19 -28.26  -0.14
C: -4.92 5.85 -22.45  -0.08
C: -12.77 6.14 -17.92  -0.22
C: -8.61 1.15 -16.88  -0.63
C: -13.16 3.55 -21.66  -0.23
C: -4.87 5.16 -18.80  -0.19
C: -8.01 5.69 -16.86  -0.21
C: -6.67 5.12 -17.30  -0.21
H: -6.74 7.17 -19.95  0.05
H: -12.98 8.75 -18.55  0.09
H: -5.06 6.93 -22.32  0.09
H: -10.11 7.76 -20.23  0.05
H: -6.04 5.38 -16.44  0.13
H: -14.84 8.35 -28.48  0.09
H: -10.14 -0.28 -16.95  0.09
H: -11.01 5.04 -23.68  0.07
H: -9.29 6.25 -22.92  0.05
H: -10.00 8.44 -28.52  0.11
H: -12.05 7.84 -19.83  0.08
H: -11.21 -0.33 -20.42  0.06
H: -14.14 3.89 -22.01  0.13
H: -13.38 7.59 -29.09  0.08
H: -8.76 5.75 -17.65  0.11
H: -6.33 8.80 -19.85  0.11
H: -9.49 8.91 -23.66  0.12
H: -11.44 4.71 -18.66  0.12
H: -12.08 5.67 -19.87  0.10
H: -11.50 3.38 -23.73  0.09
H: -10.76 9.70 -25.52  0.11
H: -8.04 5.49 -23.85  0.08
H: -7.07 1.93 -21.03  0.08
H: -4.81 4.07 -18.66  0.11
H: -13.61 7.52 -27.42  0.08
H: -9.30 1.90 -20.56  0.06
H: -7.62 7.01 -23.04  0.08
H: -11.27 7.36 -28.51  0.10
H: -11.28 9.01 -18.74  0.09
H: -8.44 5.11 -16.03  0.12
H: -3.14 1.70 -20.07  0.06
H: -8.62 2.21 -15.13  0.10
H: -10.39 6.98 -26.53  0.10
H: -4.09 6.61 -20.13  0.12
H: -5.47 5.47 -23.30  0.08
H: -9.38 0.14 -18.47  0.06
H: -8.92 6.50 -20.54  0.04
H: -13.00 2.59 -22.18  0.12
H: -5.57 0.73 -19.88  -0.02
H: -11.52 10.01 -29.12  0.12
H: -12.71 4.61 -23.93  0.09
H: -4.08 1.77 -21.27  0.06
H: -6.69 4.02 -17.33  0.10
H: -10.68 7.62 -24.01  0.12
H: -9.79 -0.70 -20.83  0.07
H: -10.25 3.38 -20.50  0.08
H: -13.77 6.58 -17.98  0.12
H: -4.20 5.56 -18.04  0.12
H: -8.52 8.88 -16.12  0.09
H: -9.24 7.59 -15.23  0.09
H: -14.37 4.61 -19.47  0.12
H: -13.95 2.37 -20.10  0.12
H: -3.87 5.60 -22.64  0.09
H: -6.86 5.19 -19.24  0.07
H: -12.80 5.63 -16.95  0.12
H: -3.34 5.09 -20.31  0.12
H: -6.85 0.80 -19.01  -0.01
H: -9.27 9.15 -26.34  0.12
H: -9.61 0.82 -15.10  0.09
H: -11.47 10.22 -27.42  0.10
H: -9.60 7.76 -17.00  0.07
H: -6.33 3.50 -21.13  0.08
H: -12.28 2.59 -19.92  0.11

Values from the calculation:
total charge = 0
spin multiplicity = 1
SMILES = COCCNCCOC.COCCNCCOC.COCCNCCOC.NC(N)=O.NC(N)=O.NC(N)=O.O.O.O
LUMO energy = -0.143 eV

---

Entry 2:
# C21H64N4O11

A 11-piece molecular cluster, C21H64N4O11 overall in a non-equilibrium geometry (ωB97M-V with the def2-TZVPD basis set, the OMol25 dataset).

Last column: Löwdin charge in e.
Element x y z (Å)
O: -18.99 -3.97 3.87  0.02
O: -19.61 -0.85 0.55  -0.04
O: -20.32 -3.19 1.69  -0.10
O: -13.14 0.19 -3.75  0.05
O: -14.48 -1.70 1.53  -0.09
O: -19.68 -5.79 -2.44  -0.20
O: -16.24 -3.46 -0.55  -0.13
O: -17.22 -4.90 -3.78  0.00
O: -16.62 -6.09 -1.18  -0.15
O: -18.97 -1.27 -3.00  -0.09
O: -13.44 -2.94 -1.21  -0.01
N: -20.71 -2.79 -3.63  0.15
N: -20.39 -4.33 -0.35  0.16
N: -20.73 -2.06 -1.61  0.13
N: -20.74 -5.44 1.49  0.19
C: -17.45 -2.89 -1.13  -0.11
C: -13.22 -1.59 -5.05  -0.03
C: -17.84 -4.36 3.68  -0.68
C: -17.24 -4.14 -4.74  -0.66
C: -12.77 -3.97 -1.30  -0.63
C: -14.99 -1.14 -3.34  0.00
C: -13.26 -2.31 1.83  -0.18
C: -20.44 -4.34 0.95  -0.63
C: -20.14 -1.95 -2.78  -0.57
C: -17.67 -0.40 1.66  -0.01
C: -17.76 -5.87 3.56  -0.06
C: -18.51 0.86 -0.36  -0.03
C: -19.42 -7.09 -2.94  -0.12
C: -13.50 -0.96 -3.69  -0.67
C: -15.90 -4.13 -5.50  -0.01
C: -12.56 -4.35 -2.78  -0.01
C: -13.41 -5.16 -0.57  -0.02
C: -18.85 0.07 0.87  -0.68
C: -17.04 -3.74 2.57  -0.05
C: -17.49 -6.09 -0.04  -0.13
C: -18.43 -4.52 -5.61  -0.03
H: -13.69 -4.91 0.48  0.09
H: -18.26 -6.88 -0.12  0.09
H: -16.21 -4.38 -0.84  0.01
H: -17.92 -3.37 -1.99  0.07
H: -20.98 -5.44 2.49  0.15
H: -13.32 -3.37 2.05  0.07
H: -15.88 -3.11 -5.94  0.10
H: -15.07 -4.26 -4.80  0.05
H: -13.55 -4.41 -3.16  0.05
H: -14.24 -5.53 -1.17  0.05
H: -20.34 -1.34 -0.97  0.11
H: -16.30 -6.99 -1.37  0.11
H: -17.93 1.69 0.03  0.08
H: -17.92 -1.03 2.57  0.11
H: -20.89 -6.31 1.01  0.13
H: -21.43 -3.57 -3.48  0.16
H: -14.25 -3.06 -1.69  0.07
H: -18.95 -5.17 -2.74  0.07
H: -12.13 -1.67 -5.19  0.09
H: -17.23 -4.16 4.57  0.15
H: -13.05 0.58 -2.88  0.14
H: -12.75 -6.01 -0.53  0.08
H: -19.35 -4.63 -4.99  0.06
H: -17.34 -1.81 -1.32  0.06
H: -14.67 -2.17 0.71  0.04
H: -13.65 -2.55 -5.21  0.03
H: -17.43 -3.06 -4.49  0.13
H: -13.63 -1.04 -5.89  0.09
H: -16.12 -4.25 2.37  0.06
H: -12.11 -3.55 -3.35  0.07
H: -11.80 -3.62 -0.95  0.15
H: -18.23 -5.45 -6.16  0.09
H: -19.52 -4.09 3.04  0.06
H: -20.39 -3.37 -0.90  0.07
H: -18.52 -7.43 -2.45  0.06
H: -19.15 -6.98 -4.01  0.08
H: -17.12 -1.00 0.94  0.07
H: -19.52 -1.46 1.29  0.08
H: -21.69 -2.31 -1.54  0.14
H: -17.58 -3.68 1.58  0.08
H: -15.92 -4.97 -6.17  0.08
H: -17.90 0.36 -1.12  0.06
H: -12.88 -1.41 -2.95  0.12
H: -17.96 -6.38 4.52  0.08
H: -20.25 -7.79 -2.73  0.09
H: -19.40 1.26 -0.93  0.11
H: -16.32 -5.07 -3.45  0.12
H: -19.50 0.69 1.48  0.14
H: -12.54 -2.25 1.05  0.06
H: -18.67 -3.79 -6.33  0.07
H: -15.56 -0.25 -3.72  0.12
H: -20.29 -5.18 -0.90  0.06
H: -18.02 -5.13 0.08  0.06
H: -17.18 0.49 1.95  0.08
H: -20.24 -2.78 -4.56  0.11
H: -15.11 -1.16 -2.27  0.06
H: -18.20 -2.78 -0.33  0.05
H: -15.40 -2.08 -3.70  0.05
H: -18.45 -6.27 2.82  0.05
H: -16.73 -2.72 2.79  0.06
H: -12.68 -1.80 2.55  0.07
H: -16.93 -6.18 0.91  0.08
H: -16.69 -6.14 3.28  0.09
H: -12.07 -5.31 -2.92  0.09

Values from the calculation:
total charge = 0
spin multiplicity = 1
SMILES = NC(N)=O.NC(N)=O.CC(C)O.CC(C)O.CC(C)O.CC(C)O.CC(C)O.CO.CO.CO.CO
LUMO energy = 0.031 eV

---

Kohn-Sham gap for the records above, in order: 0.304; 0.329 hartree
Energy above the lowest of the compared OMol25 structures with the same formula, charge and spin for the records above, in order: 200.4; 751.6 kJ/mol